116
Properties=species:S:1:pos:R:3:forces:R:3 method="wB97M-V/def2-TZVPD" charge=+2 fmax_ev_per_a=0.477 homo_energy_ev=-12.28 gap_ev=6.7 de_lowest_kj_mol=20.3
Y 0.0635 -0.3186 -0.2137 -0.30 0.18 0.22
C -2.5429 -2.9049 -2.5105 0.05 0.05 0.04
As -1.3854 -1.3456 -2.6889 -0.01 -0.08 -0.22
C -2.7271 -0.0566 -3.2711 -0.04 0.07 0.03
C -0.4996 -1.6034 -4.4251 -0.06 0.01 0.09
C 0.7529 -2.4958 -4.5348 0.01 -0.02 -0.02
C 0.9397 -2.7548 -6.0397 0.04 -0.02 0.06
C 2.0185 -1.7638 -4.0568 -0.08 -0.04 0.03
As 2.1750 -1.1863 -2.1829 0.21 0.01 -0.10
C 3.2099 -2.5877 -1.3175 -0.03 0.00 0.07
C 3.5950 0.1261 -2.4107 -0.01 0.03 0.07
C 0.5317 -3.8149 -3.7696 0.02 0.08 -0.05
As 1.4637 -5.4601 -4.4043 0.03 0.02 0.05
C 0.7275 -6.5848 -2.9772 -0.01 -0.01 0.00
C 3.2442 -5.2508 -3.6011 -0.03 -0.02 -0.02
H -2.9703 -3.1743 -3.4757 0.01 0.01 0.00
H -3.3468 -2.6399 -1.8237 -0.02 -0.02 -0.01
H -1.9908 -3.7503 -2.1056 -0.01 0.00 0.00
H -3.2826 -0.4297 -4.1312 0.03 -0.04 0.01
H -2.2507 0.8860 -3.5402 -0.01 -0.01 0.00
H -3.4242 0.1293 -2.4538 0.00 0.00 -0.01
H -0.2744 -0.5976 -4.7975 -0.01 0.00 -0.01
H -1.2791 -2.0074 -5.0776 0.01 0.02 0.00
H 0.9615 -1.8128 -6.5917 -0.01 0.00 0.00
H 0.1271 -3.3661 -6.4343 -0.01 -0.01 -0.01
H 1.8749 -3.2802 -6.2365 0.00 -0.01 -0.02
H 2.1470 -0.8483 -4.6427 0.00 -0.02 -0.02
H 2.8916 -2.3883 -4.2561 0.03 0.03 0.01
H 4.0486 -2.8905 -1.9425 -0.02 0.03 -0.01
H 2.5825 -3.4514 -1.1023 0.02 0.03 0.00
H 3.5820 -2.1855 -0.3743 0.00 0.00 -0.01
H 4.4310 -0.3065 -2.9597 -0.03 -0.03 0.00
H 3.9335 0.4342 -1.4222 0.01 0.02 -0.02
H 3.2300 1.0019 -2.9465 -0.01 -0.01 0.00
H -0.5160 -4.1089 -3.8846 0.00 0.00 0.01
H 0.7049 -3.6689 -2.6936 -0.01 -0.06 0.00
H -0.3376 -6.7448 -3.1424 0.00 0.01 -0.01
H 0.8812 -6.1349 -1.9948 0.01 0.01 0.00
H 1.2202 -7.5558 -2.9999 0.01 0.00 -0.01
H 3.8265 -4.4869 -4.1156 -0.01 0.01 -0.01
H 3.7661 -6.1990 -3.7283 0.00 0.00 0.00
H 3.1863 -5.0242 -2.5381 0.01 -0.03 -0.03
C 5.2818 -4.5755 3.8534 -0.01 0.03 0.01
C 4.8081 -3.3242 4.6065 0.02 -0.01 0.00
C 6.0339 -2.5995 5.1642 -0.05 -0.05 -0.03
C 3.9176 -3.7439 5.7841 0.01 0.03 -0.02
C 4.0096 -2.4439 3.6482 0.00 0.11 -0.02
C 2.8408 -2.9369 3.0702 0.00 -0.03 -0.01
C 2.1651 -2.1296 2.1920 -0.18 -0.03 -0.13
Br 0.5178 -2.7706 1.3999 0.12 -0.15 0.07
C 2.5434 -0.8398 1.8026 0.15 -0.01 0.13
O 1.8221 -0.2083 0.8805 -0.12 -0.14 -0.05
C 3.6845 -0.3155 2.4285 -0.04 0.07 -0.05
C 4.3806 -1.1470 3.3108 -0.01 -0.09 0.02
C 4.2347 1.0985 2.1832 0.03 0.01 0.00
C 4.5381 1.7770 3.5302 -0.04 -0.01 -0.04
C 3.2717 2.0317 1.4365 0.04 0.05 0.00
C 5.5336 0.9847 1.3721 -0.06 -0.02 0.00
H 5.8398 -5.2271 4.5270 0.00 -0.02 -0.01
H 5.9338 -4.3027 3.0218 0.01 -0.01 -0.01
H 4.4419 -5.1456 3.4533 0.01 -0.02 0.01
H 6.5649 -3.2668 5.8430 0.01 0.01 0.01
H 5.7524 -1.7079 5.7272 0.02 0.01 0.01
H 6.7292 -2.3156 4.3724 0.01 0.02 0.01
H 4.4853 -4.3753 6.4684 -0.01 -0.01 0.02
H 3.0465 -4.3125 5.4563 -0.01 -0.01 -0.01
H 3.5670 -2.8705 6.3365 -0.01 0.00 0.01
H 2.4715 -3.9279 3.2953 0.00 -0.01 0.02
H 5.2773 -0.7487 3.7599 0.02 0.01 0.01
H 3.6336 1.8515 4.1374 0.00 0.00 0.01
H 4.9128 2.7853 3.3491 0.00 0.01 0.01
H 5.2926 1.2519 4.1117 0.02 -0.02 0.01
H 2.3055 2.0881 1.9448 0.01 0.01 -0.02
H 3.1034 1.7176 0.4071 0.00 0.03 0.03
H 3.7066 3.0328 1.4203 0.02 0.02 0.01
H 6.2689 0.3675 1.8888 0.02 0.01 0.00
H 5.9695 1.9720 1.2105 0.01 0.01 0.00
H 5.3438 0.5304 0.3968 0.02 -0.01 0.00
Se -0.2750 7.6660 1.0052 0.31 0.34 0.12
N 0.0235 6.6800 -0.4255 -0.27 -0.26 -0.30
C -0.0968 5.4262 -0.0615 0.12 0.09 0.04
C 0.0529 4.3009 -0.9763 0.06 0.00 0.05
C 0.3322 4.4657 -2.3335 0.00 0.04 0.00
C 0.4792 3.3518 -3.1303 0.01 -0.02 0.01
C 0.3534 2.0983 -2.5452 -0.02 0.05 -0.02
N 0.0865 1.9199 -1.2538 -0.04 -0.06 -0.01
C -0.0715 3.0077 -0.4687 0.00 -0.04 -0.11
C -0.3699 2.7791 0.9507 -0.01 -0.06 0.02
N -0.5033 1.5016 1.3466 0.03 0.07 -0.01
C -0.7180 1.2486 2.6318 0.02 -0.06 0.02
C -0.8313 2.2478 3.5931 0.00 0.03 -0.05
C -0.7248 3.5615 3.1908 -0.02 0.00 -0.02
C -0.4920 3.8432 1.8427 0.04 0.07 0.03
C -0.3589 5.2010 1.3297 0.14 0.08 0.04
N -0.4481 6.2754 2.0757 -0.34 -0.31 0.08
H 0.4305 5.4674 -2.7311 0.00 0.00 -0.01
H 0.6944 3.4378 -4.1856 0.00 0.00 0.00
H 0.4751 1.1992 -3.1409 0.01 0.00 0.01
H -0.7895 0.2018 2.9111 -0.01 0.00 0.01
H -0.9964 1.9873 4.6284 0.00 -0.01 0.00
H -0.8109 4.3809 3.8923 0.00 0.00 0.00
C -3.3312 -3.1160 1.3290 0.02 -0.06 0.01
N -3.8934 -1.7682 1.3567 0.05 0.02 -0.03
C -5.2319 -1.6358 1.9329 -0.07 0.00 0.03
C -3.2369 -0.7359 0.8549 0.01 -0.02 -0.01
C -3.8902 0.6173 0.8737 0.05 -0.01 0.03
O -2.0855 -0.8737 0.3612 0.13 0.09 0.00
H -4.0700 -3.8017 0.9158 0.00 0.00 -0.01
H -3.0774 -3.4399 2.3387 -0.02 0.02 0.01
H -2.4376 -3.1318 0.7147 -0.04 0.01 -0.02
H -5.4237 -2.5092 2.5500 0.01 0.01 0.01
H -5.9953 -1.5882 1.1554 0.02 -0.01 -0.02
H -5.3061 -0.7524 2.5615 0.01 -0.01 0.01
H -4.9023 0.5797 0.4734 -0.01 0.00 0.00
H -3.2912 1.3099 0.2899 0.01 -0.01 -0.02
H -3.9519 0.9895 1.8986 -0.02 0.00 -0.01